No. 1
Molecular formula: C5H7Cl
Method: DFT, ωB97M-V/def2-TZVPD

XYZ file:
```
13
Properties=species:S:1:pos:R:3:nbo_charge:R:1
C 0.699 0.687 -0.846 -0.233
C -0.892 0.080 0.874 -0.451
H 0.402 -0.867 -2.385 0.244
H -1.524 -1.837 -0.546 0.245
H 0.298 2.061 0.553 0.242
C -0.679 -1.007 -0.227 -0.452
C 0.343 0.975 0.639 -0.201
H -1.956 0.528 0.826 0.237
H 0.330 -1.511 0.315 0.227
H -0.877 -0.438 1.906 0.241
H 1.612 1.383 -1.327 0.219
C 0.309 -0.525 -1.322 -0.201
Cl 1.935 0.472 1.540 -0.117
```

Its total energy is -17817.917 eV. Its orbital gap is 9.9 eV. Its SMILES is Cl[C@H]1C=CCC1. As for the LUMO energy: 0.932 eV. The calculation puts the largest force on an atom at 4.89 eV/A.

=====

No. 2
Molecular formula: C5H11N3O11Pb2S
Method: DFT, ωB97M-V/def2-TZVPD

XYZ file:
```
33
Properties=species:S:1:pos:R:3:nbo_charge:R:1
C -1.985 -3.972 -3.447 -0.104
H -2.534 -3.203 -2.904 0.207
Pb 3.406 1.924 -6.589 1.370
H -0.344 1.943 6.139 0.233
O 5.569 -2.745 -2.420 -0.286
H -2.326 4.012 5.056 0.389
N -1.419 3.572 5.120 -0.584
H -1.449 6.051 4.293 0.232
H 0.257 -4.230 -3.523 0.185
O 0.361 2.742 -3.131 -0.437
O 0.676 2.428 -1.132 -0.389
O -1.305 2.334 -1.865 -0.326
H -1.438 2.875 7.134 0.209
H -1.216 5.145 2.791 0.241
H -2.008 -3.594 -4.469 0.193
C -0.581 -4.274 -2.827 -0.104
O -2.163 -7.780 -2.907 -0.782
O -0.675 -5.611 -2.453 -0.673
O -0.988 -6.493 -4.867 -0.864
S -1.612 -6.505 -3.536 2.416
Pb 4.674 2.546 1.677 1.413
H -0.327 -3.643 -1.976 0.202
O 0.639 3.617 4.464 -0.698
O -2.641 -5.234 -3.408 -0.677
C -1.307 2.453 6.138 -0.413
O 4.743 -1.283 -1.259 -0.416
N -0.141 2.594 -2.042 0.714
O 4.392 -1.329 -3.334 -0.394
H 0.164 6.000 3.426 0.237
C -0.444 4.211 4.509 0.666
N 4.900 -1.788 -2.325 0.724
C -0.737 5.461 3.717 -0.700
H -2.143 1.778 5.952 0.215
```

Its total energy is -53648.392 eV. Its orbital gap is 2.4 eV. Its net charge is +2. As for the LUMO energy: -10.785 eV. The calculation puts the largest force on an atom at 6.21 eV/A.

=====

No. 3
Molecular formula: C21H22FN3O2S
Method: DFT, ωB97M-V/def2-TZVPD

XYZ file:
```
50
Properties=species:S:1:pos:R:3:nbo_charge:R:1
N -0.494 -1.483 -0.908 -0.541
H -0.135 4.161 1.246 0.230
H 5.464 2.308 0.389 0.211
C -1.725 3.013 -1.514 -0.278
H -4.684 1.199 0.501 0.217
N 0.579 -3.480 -0.398 -0.590
C 2.899 -0.577 0.031 -0.042
H 4.818 -1.345 -0.409 0.216
H -1.573 -4.163 -1.965 0.233
C -2.985 -2.659 -1.328 -0.483
S 0.850 0.849 -0.686 0.436
H -3.415 1.713 -1.506 0.219
O 2.742 -3.666 0.251 -0.608
C -3.812 1.299 1.148 -0.440
C -2.770 2.155 0.486 0.044
O -4.252 -2.631 0.715 -0.639
C -2.697 2.244 -0.899 -0.230
N -2.977 -0.828 0.238 -0.638
H -1.663 3.089 -2.587 0.232
C -1.762 -3.546 -1.081 -0.449
C 3.379 1.907 0.013 -0.439
C 1.836 -2.935 -0.086 0.651
H -2.235 -0.480 -0.356 0.429
C -0.817 3.691 -0.722 0.392
C 0.672 -0.867 -0.617 0.035
H -4.004 -0.689 2.000 0.238
H -2.736 -1.879 -2.046 0.227
H -1.885 2.784 2.330 0.213
C 1.843 -1.499 -0.218 -0.190
H 3.109 2.403 0.951 0.212
H 4.237 -1.741 1.198 0.239
C 4.845 1.471 0.060 -0.386
H 4.611 0.541 1.983 0.197
H -1.969 -4.221 -0.246 0.237
H -4.125 1.755 2.088 0.216
C -0.859 3.618 0.658 -0.281
H 5.170 1.184 -0.942 0.200
C -0.516 -2.769 -0.784 0.482
H 3.213 2.627 -0.792 0.224
C 5.016 0.282 1.003 -0.391
H 0.515 -4.487 -0.312 0.422
C -3.262 -0.104 1.451 -0.218
H 6.074 0.050 1.127 0.212
F 0.139 4.441 -1.311 -0.329
H -2.353 -0.017 2.058 0.188
C -1.839 2.846 1.252 -0.211
C 2.515 0.710 -0.177 -0.164
C -3.477 -2.051 -0.018 0.678
C 4.283 -0.942 0.456 -0.424
H -3.789 -3.280 -1.725 0.239
```

Its total energy is -44254.736 eV. Its orbital gap is 8.7 eV. Its SMILES is O=C(CCc1nc2sc3c(c2c(=O)[nH]1)CCCC3)NCCc1ccc(F)cc1. As for the LUMO energy: 0.466 eV. The calculation puts the largest force on an atom at 0.84 eV/A.

=====

Highest occupied orbital energy per entry: -9.0 -13.2 -8.2 eV
Energy above the lowest of the compared OMol25 structures with the same formula, charge and spin per entry: 59.1 310.0 4.3 kcal per mole